The following is a DFT calculation (the ωB97M-V functional and the def2-TZVPD basis) of C63H42N4O8OsP2S2 as an isolated structure.

```
122
Properties=species:S:1:pos:R:3:forces:R:3
Os 0.43716 0.24799 -0.19847 0.32 -0.54 -0.95
S 5.96408 1.54131 0.15806 -0.09 0.00 -0.02
S -3.25473 -5.62966 2.76409 -0.02 -0.24 0.21
P -0.93976 1.13622 -2.02235 0.08 0.15 -0.66
P -0.27148 1.49036 1.82931 -0.09 0.25 -0.01
O 2.02658 -4.97498 -6.23546 0.12 0.16 -0.09
O 3.93382 -0.57544 -2.28828 -0.03 0.42 0.27
O -1.63363 -4.83238 -3.25485 -0.01 0.08 0.28
O -1.01242 3.28177 -0.22700 0.17 0.25 0.20
O 0.13003 -1.67637 -1.35108 -0.85 0.91 1.14
O 3.33979 -3.25628 -6.35930 -0.08 -0.19 -0.03
O -1.53085 -3.76028 -1.39683 -0.11 -0.06 0.27
O 2.02408 0.26540 -1.52688 -0.67 0.93 0.54
N -1.09119 -4.04840 -2.50490 0.46 0.31 -0.73
N -0.25700 -1.76069 1.11504 -0.25 0.05 0.30
N 2.47529 -3.92337 -5.82484 -0.10 0.05 0.31
N 2.10003 -0.41996 1.03828 0.27 0.03 -0.01
C -3.83862 -4.12756 0.75890 -1.22 -0.08 -0.68
C 0.14919 -3.40462 -2.97592 -0.05 0.75 0.91
C 0.45445 -0.31257 -6.17290 0.07 0.00 0.03
C 3.12252 3.64120 2.07643 0.04 -0.04 -0.02
C -1.03659 2.91243 -2.48049 0.03 -0.07 0.20
C -3.00071 -1.04327 4.53521 -0.03 -0.07 0.00
C -3.70692 1.55168 -1.81670 0.03 -0.07 0.03
C 1.98834 2.97212 1.64888 -0.02 -0.06 -0.04
C 0.79415 0.97475 -4.17133 -0.07 -0.05 0.04
C -1.08612 5.64089 -3.03411 0.00 0.00 -0.02
C 4.38537 -0.12496 1.73711 0.27 -0.12 0.21
C 1.91126 -3.39344 -4.57234 -0.37 -0.26 -0.05
C 1.98236 -1.77345 -2.82260 -0.65 0.07 0.58
C -1.03644 3.85863 -1.46267 -0.13 -0.07 -0.16
C -0.72231 -0.81973 -5.64648 -0.04 -0.08 0.02
C -0.76609 -0.25693 4.08309 0.04 -0.08 -0.04
C 7.77022 1.43672 1.95462 0.04 -0.06 0.15
C 0.61794 -3.30717 2.75022 -0.29 -0.34 0.15
C -5.30243 -0.24026 -1.60788 -0.03 -0.02 0.01
C 7.49696 1.99145 0.73855 -0.08 0.00 -0.11
C -1.58359 -3.62717 1.81475 -0.94 -0.39 -0.17
C -2.95025 -0.73508 -1.66311 0.02 -0.05 0.09
C -4.92108 -5.00141 0.91711 0.33 0.85 -0.67
C -4.73980 -5.86526 1.96998 0.36 -0.30 0.50
C -3.06508 5.13120 2.20221 0.01 0.01 -0.01
C 1.95874 -1.44505 1.91761 0.08 -0.02 0.09
C 1.69657 -3.66876 3.62574 0.12 -0.11 0.12
C -2.66660 0.62476 -1.80578 0.00 0.00 0.13
C -1.18358 4.71819 -4.06685 -0.01 0.06 -0.05
C 5.63871 0.59384 1.56849 -0.15 0.08 -0.26
C -5.01995 1.11493 -1.70584 -0.05 0.03 0.02
C 2.55709 -2.34855 -3.92590 -0.03 -0.23 -0.22
C -2.54110 4.79516 0.96218 -0.01 0.08 -0.04
C 3.55071 3.50397 3.39194 0.02 0.02 0.00
C -3.46413 -0.38269 3.40074 0.01 -0.09 -0.03
C 1.67448 2.06283 3.85731 0.06 -0.02 -0.01
C 1.21635 0.58436 -5.42982 -0.02 -0.02 0.01
C 4.22310 -1.13198 2.67059 0.10 -0.12 0.07
C 0.71493 -2.23669 -2.32162 0.74 -0.73 -1.18
C -0.39551 0.46779 -3.63478 0.05 -0.04 0.12
C -1.65834 -0.98058 4.87065 0.05 -0.08 0.02
C 6.70823 0.63442 2.42639 0.16 -0.03 0.27
C -1.14103 3.36000 -3.79671 0.04 -0.08 -0.01
C -2.70266 4.43204 3.34545 -0.02 -0.01 0.13
C -0.56843 -4.03064 2.67285 0.51 -0.12 0.42
C 3.01606 -1.83112 2.75606 0.01 0.05 0.00
C -1.33272 2.98091 2.01040 0.03 -0.15 -0.33
C 2.73125 -0.63406 -2.16493 -0.02 -1.14 -0.64
C -2.83250 -4.33286 1.69237 1.29 0.16 0.64
C 2.82763 2.71877 4.27581 0.00 -0.02 0.06
C -4.26599 -1.16579 -1.58681 -0.01 0.10 0.02
C -1.22683 0.42706 2.96666 0.01 -0.02 -0.09
C -1.14596 -0.43780 -4.37787 -0.11 0.12 0.04
C 2.83868 -2.95405 3.63691 0.01 -0.06 0.03
C 0.72864 -3.94128 -4.09258 0.79 -0.08 -0.65
C 0.74315 -2.17356 1.92756 -0.07 0.03 -0.08
C 1.25980 2.17322 2.53593 -0.01 -0.10 0.05
C -2.58374 0.34726 2.62338 0.06 -0.01 0.01
C -1.36074 -2.45145 1.05169 0.15 0.56 -0.38
C -1.01295 5.21893 -1.71478 0.03 0.02 0.06
C 3.27007 0.17962 0.92985 -0.30 0.01 -0.08
C -1.85376 3.34232 3.24771 0.00 0.03 -0.02
C -1.63809 3.74705 0.89452 -0.01 -0.17 0.00
H -3.77740 -3.38288 -0.02333 0.04 -0.14 0.11
H 0.28144 -0.24279 4.35580 -0.05 -0.03 -0.02
H -1.29618 -1.48727 5.75746 -0.01 0.01 -0.04
H 1.57796 -4.53386 4.26756 0.00 0.04 -0.03
H -5.82429 1.84008 -1.71137 0.01 -0.05 -0.02
H 8.13389 2.62742 0.14047 -0.05 -0.05 0.05
H 0.78084 -0.60949 -7.16199 -0.01 0.00 0.04
H -2.14031 -1.45626 -1.62986 0.00 0.03 -0.12
H 3.67614 4.26416 1.38516 -0.02 -0.02 0.01
H -1.27922 5.05895 -5.08955 0.03 -0.02 0.03
H -5.79904 -5.00994 0.28644 0.06 0.00 0.02
H -3.69001 -1.60502 5.15483 0.04 0.06 0.00
H -1.32627 -1.50723 -6.22793 0.05 0.03 0.05
H 1.10523 1.49041 4.57534 0.03 0.07 0.00
H 1.38068 1.68849 -3.60848 0.05 0.01 0.01
H -3.76295 5.95552 2.27333 0.02 -0.02 0.00
H -0.68128 -4.92339 3.27904 0.02 0.04 0.01
H 8.69823 1.59790 2.48534 -0.07 -0.03 -0.01
H -2.08562 -0.81566 -3.99211 0.07 -0.03 -0.07
H -0.93607 5.93099 -0.90463 0.00 -0.01 -0.03
H 3.14936 2.62477 5.30584 -0.01 0.01 -0.03
H -6.33073 -0.57546 -1.55788 0.02 0.02 0.01
H 1.65335 3.07981 0.61917 0.04 0.02 0.04
H -1.07450 6.70079 -3.25320 -0.01 -0.02 0.00
H -5.41405 -6.63914 2.30806 0.00 0.03 0.00
H 4.43919 4.02292 3.72982 -0.03 -0.03 -0.02
H -2.83877 5.33957 0.07757 0.02 -0.01 0.03
H -1.19028 2.65252 -4.61266 0.02 0.01 0.01
H -4.51368 -0.42922 3.13460 0.05 0.03 0.00
H -3.49953 2.60906 -1.92312 -0.01 -0.02 -0.03
H -2.95157 0.88892 1.75552 -0.03 -0.07 0.05
H -4.48127 -2.22641 -1.53336 -0.04 0.06 -0.09
H 2.13797 0.98249 -5.83545 -0.03 -0.01 0.01
H -3.09857 4.72207 4.31015 0.01 -0.01 -0.05
H 5.04878 -1.43372 3.30437 -0.03 0.03 -0.02
H 3.35709 0.93203 0.16108 -0.09 0.07 -0.02
H -2.12206 -2.08471 0.37429 0.05 0.01 0.12
H 6.73297 0.12169 3.38099 0.00 0.05 -0.09
H 3.50720 -1.98316 -4.29026 -0.02 0.01 -0.03
H -1.60448 2.76612 4.13130 -0.04 0.04 -0.01
H 3.66303 -3.22933 4.28377 -0.06 -0.01 -0.01
H 0.27857 -4.78567 -4.59174 0.01 -0.01 -0.06
```
Forces are in eV/Å.

Results
Total charge: +2
2S+1: 5
⟨S²⟩: 6.06
DFT total energy (eV): -131049.88302
Strongest force on any atom (eV/A): 1.7
M (g/mol): 1299.36
Energy relative to the best compared isomer or geometry (same formula, charge and spin) (kJ/mol): 45.0
Highest occupied orbital energy (alpha / beta) (eV): -12.2 / -12.1
Frontier orbital gap (alpha / beta) (eV): 6.00 / 3.14

Löwdin atomic charge list, values in e, 99 entries: number 1, Os, carries 1.352; number 2, S, carries 1.097; number 3, S, carries 1.145; number 4, P, carries 1.043; number 5, P, carries 1.026; number 6, O, carries 0.090; number 7, O, carries 0.103; number 8, O, carries 0.101; number 9, O, carries -0.091; number 10, O, carries -0.203; number 11, O, carries 0.086; number 12, O, carries 0.032; number 13, O, carries -0.259; number 14, N, carries -0.313; number 15, N, carries 0.061; number 16, N, carries -0.354; number 17, N, carries -0.016; number 18, C, carries -0.039; number 19, C, carries -0.044; number 20, C, carries -0.049; number 21, C, carries -0.056; number 22, C, carries -0.258; number 23, C, carries -0.063; number 24, C, carries -0.054; number 25, C, carries -0.116; number 26, C, carries -0.115; number 27, C, carries -0.037; number 28, C, carries -0.146; number 29, C, carries -0.120; number 30, C, carries -0.048; number 31, C, carries -0.279; number 32, C, carries -0.051; number 33, C, carries -0.090; number 34, C, carries -0.152; number 35, C, carries -0.111; number 36, C, carries -0.053; number 37, C, carries -0.372; number 38, C, carries -0.149; number 39, C, carries -0.126; number 40, C, carries -0.088; number 41, C, carries -0.297; number 42, C, carries -0.041; number 43, C, carries -0.138; number 44, C, carries 0.013; number 45, C, carries -0.335; number 46, C, carries -0.047; number 47, C, carries -0.471; number 48, C, carries -0.051; number 49, C, carries 0.073; number 50, C, carries 0.006; number 51, C, carries -0.053; number 52, C, carries -0.056; number 53, C, carries -0.070; number 54, C, carries -0.046; number 55, C, carries 0.085; number 56, C, carries -0.277; number 57, C, carries -0.358; number 58, C, carries -0.059; number 59, C, carries -0.099; number 60, C, carries -0.048; number 61, C, carries -0.054; number 62, C, carries 0.077; number 63, C, carries -0.103; number 64, C, carries -0.260; number 65, C, carries -0.556; number 66, C, carries -0.398; number 67, C, carries -0.054; number 68, C, carries -0.066; number 69, C, carries -0.373; number 70, C, carries -0.066; number 71, C, carries 0.018; number 72, C, carries 0.078; number 73, C, carries -0.135; number 74, C, carries -0.361; number 75, C, carries -0.106; number 76, C, carries -0.043; number 77, C, carries 0.000; number 78, C, carries -0.069; number 79, C, carries -0.060; number 80, C, carries -0.251; number 81, H, carries 0.090; number 82, H, carries 0.094; number 83, H, carries 0.116; number 84, H, carries 0.131; number 85, H, carries 0.116; number 86, H, carries 0.083; number 87, H, carries 0.119; number 88, H, carries 0.067; number 89, H, carries 0.117; number 90, H, carries 0.118; number 91, H, carries 0.132; number 92, H, carries 0.114; number 93, H, carries 0.118; number 94, H, carries 0.088; number 95, H, carries 0.117; number 96, H, carries 0.120; number 97, H, carries 0.122; number 98, H, carries 0.116; number 99, H, carries 0.103